1.
Entry from the OMol25 dataset: a single C2H3N3S molecule (ωB97M-V/def2-TZVPD).

Summary:
Gap between HOMO and LUMO: 9.1 eV
SMILES string: N#CC(=S)NN
LUMO: -0.307 eV
ΔE to the lowest compared entry with this formula, charge and spin: 2.401 eV
E: -640.37150 Eh
Max |F|: 0.0852 hartree/bohr

Each atom is followed by the atoms it is bonded to, with distances in Å.
Geometry (Å):
1 C 0.9858 1.3131 0.1991  C2 1.714, N3 1.174
2 C 0.9422 -0.3953 0.0667  C1 1.714, N5 1.327, S6 1.627
3 N 1.2607 2.4433 0.0407  C1 1.174
4 N -1.5377 -0.1787 0.0113  N5 1.402, H7 0.968, H8 1.028
5 N -0.3041 -0.8454 -0.0006  C2 1.327, N4 1.402, H9 0.952
6 S 2.3698 -1.1638 -0.0632  C2 1.627
7 H -2.0706 -0.1727 -0.7966  N4 0.968
8 H -1.3508 0.7757 0.3432  N4 1.028
9 H -0.2954 -1.7763 0.1993  N5 0.952

***

2.
Entry from the OMol25 dataset: a single C3H3N molecule (ωB97M-V/def2-TZVPD).

Summary:
Gap between HOMO and LUMO (spin up / spin down): 6.3 / 9.0 eV
Multiplicity: 3
LUMO (spin up / spin down): 0.271 / -1.254 eV
ΔE to the lowest compared entry with this formula, charge and spin: 0.800 eV
E: -170.61932 Eh
Max |F|: 0.0862 hartree/bohr

Each atom is followed by the atoms it is bonded to, with distances in Å.
Geometry (Å):
1 C -0.6758 0.1605 0.6899  C2 1.316, C3 1.381, H5 1.060
2 C -0.0245 -0.7846 1.3339  C1 1.316, H6 1.056
3 C -0.1735 0.4353 -0.5666  C1 1.381, N4 1.171
4 N 0.4877 0.6566 -1.5079  C3 1.171, H7 1.032
5 H -1.5023 0.7261 1.0375  C1 1.060
6 H 0.4966 -1.3630 0.6212  C2 1.056
7 H 1.3917 0.1691 -1.6080  N4 1.032

***

3.
Entry from the OMol25 dataset: 3 unconnected molecules or ions with the total composition C22H49BrClNO12P (ωB97M-V/def2-TZVPD).

Summary:
Net charge: -1
Gap between HOMO and LUMO: 7.3 eV
LUMO: 2.129 eV
E: -5200.64680 Eh
Max |F|: 0.0155 hartree/bohr

Each atom is followed by the atoms it is bonded to, with distances in Å.
Geometry (Å):
1 C 3.5326 2.7887 -2.6856  C2 1.530, H21 1.089, H22 1.091, H23 1.091
2 C 3.7651 1.9027 -3.9117  C1 1.530, O3 1.410, H24 1.088, H25 1.101
3 O 3.0200 0.7069 -3.8722  C2 1.410, C4 1.398
4 C 3.4439 -0.2103 -2.9062  O3 1.398, C5 1.519, H26 1.104, H27 1.099
5 C 2.3434 -1.2366 -2.6957  C4 1.519, O6 1.406, H28 1.100, H29 1.090
6 O 1.0989 -0.6252 -2.4655  C5 1.406, C7 1.404
7 C 0.9390 -0.1913 -1.1395  O6 1.404, C8 1.516, H30 1.102, H31 1.098
8 C -0.2895 0.6870 -1.0119  C7 1.516, O9 1.398, H32 1.100, H33 1.099
9 O -0.3485 1.5679 -2.0960  C8 1.398, C10 1.407
10 C -1.2031 2.6677 -1.8985  O9 1.407, P11 1.888, H34 1.092, H35 1.097
11 P -2.4372 3.1120 -3.2561  C10 1.888, C12 1.884, Br13 2.532, C14 1.955, O18 1.846, H36 1.410
12 C -2.9955 4.5904 -2.2302  P11 1.884, H37 1.086, H38 1.092, H39 1.091
13 Br -0.6284 4.5353 -4.3116  P11 2.532
14 C -3.8589 1.9240 -2.6316  P11 1.955, C15 1.473, H40 1.087, H41 1.086
15 C -5.1429 2.5870 -2.3474  C14 1.473, O16 1.176, Cl17 1.845
16 O -5.9754 2.9673 -3.0856  C15 1.176
17 Cl -5.4499 2.8189 -0.5432  C15 1.845
18 O -1.9365 1.6095 -4.2055  P11 1.846, N19 1.331
19 N -1.4015 1.7368 -5.4180  O18 1.331, O20 1.192
20 O -1.0671 0.6841 -5.8674  N19 1.192
21 H 3.4421 3.8344 -2.9747  C1 1.089
22 H 2.5977 2.4852 -2.2116  C1 1.091
23 H 4.3257 2.6984 -1.9416  C1 1.091
24 H 3.4320 2.4169 -4.8103  C2 1.088
25 H 4.8350 1.6778 -4.0404  C2 1.101
26 H 4.3596 -0.7326 -3.2330  C4 1.104
27 H 3.6742 0.2734 -1.9471  C4 1.099
28 H 2.6172 -1.8840 -1.8498  C5 1.100
29 H 2.2239 -1.8312 -3.6020  C5 1.090
30 H 0.8193 -1.0705 -0.4861  C7 1.102
31 H 1.8168 0.3653 -0.7848  C7 1.098
32 H -0.1886 1.2556 -0.0760  C8 1.100
33 H -1.1980 0.0723 -0.9432  C8 1.099
34 H -0.6009 3.5704 -1.7730  C10 1.092
35 H -1.8219 2.5267 -1.0034  C10 1.097
36 H -3.1955 3.4865 -4.3840  P11 1.410
37 H -2.2299 5.3612 -2.2398  C12 1.086
38 H -3.8993 5.0117 -2.6745  C12 1.092
39 H -3.1901 4.3238 -1.1901  C12 1.091
40 H -4.0439 1.2535 -3.4665  C14 1.087
41 H -3.5352 1.3415 -1.7742  C14 1.086
42 C 7.3778 -4.9221 -1.6184  O43 1.407, H51 1.097, H52 1.089, H53 1.096
43 O 7.5835 -3.7382 -0.8864  C42 1.407, C44 1.416
44 C 7.0583 -2.5815 -1.5112  O43 1.416, C45 1.512, H54 1.096, H55 1.099
45 C 6.5205 -1.5850 -0.5095  C44 1.512, O46 1.418, H56 1.093, H57 1.092
46 O 5.3056 -1.9656 0.1148  C45 1.418, C47 1.416
47 C 5.3465 -3.0043 1.0764  O46 1.416, C48 1.512, H58 1.092, H59 1.093
48 C 5.9906 -2.6249 2.3906  C47 1.512, O49 1.415, H60 1.099, H61 1.097
49 O 7.3999 -2.5543 2.2856  C48 1.415, C50 1.406
50 C 7.9869 -1.6105 3.1473  O49 1.406, H62 1.096, H63 1.089, H64 1.097
51 H 8.0087 -4.9637 -2.5144  C42 1.097
52 H 7.6390 -5.7557 -0.9683  C42 1.089
53 H 6.3307 -5.0263 -1.9250  C42 1.096
54 H 6.2558 -2.8525 -2.2075  C44 1.096
55 H 7.8541 -2.0859 -2.0846  C44 1.099
56 H 6.2717 -0.6884 -1.0829  C45 1.093
57 H 7.2780 -1.3171 0.2305  C45 1.092
58 H 5.7966 -3.9147 0.6752  C47 1.092
59 H 4.2963 -3.2124 1.2952  C47 1.093
60 H 5.7167 -3.3877 3.1334  C48 1.099
61 H 5.5822 -1.6636 2.7251  C48 1.097
62 H 7.4803 -0.6406 3.0835  C50 1.096
63 H 9.0232 -1.4862 2.8370  C50 1.089
64 H 7.9696 -1.9446 4.1920  C50 1.097
65 C -6.5995 -1.1146 0.9691  O66 1.409, H74 1.095, H75 1.089, H76 1.096
66 O -6.1065 -0.5605 2.1676  C65 1.409, C67 1.418
67 C -6.4257 0.8113 2.3313  O66 1.418, C68 1.510, H77 1.096, H78 1.096
68 C -6.6677 1.1510 3.7830  C67 1.510, O69 1.421, H79 1.092, H80 1.092
69 O -7.8823 0.6396 4.3149  C68 1.421, C70 1.414
70 C -7.9314 -0.7318 4.6574  O69 1.414, C71 1.513, H81 1.092, H82 1.093
71 C -7.2152 -1.0852 5.9422  C70 1.513, O72 1.414, H83 1.100, H84 1.097
72 O -5.8112 -1.0836 5.7744  C71 1.414, C73 1.406
73 C -5.0968 -0.7157 6.9277  O72 1.406, H85 1.096, H86 1.089, H87 1.097
74 H -6.0545 -0.7433 0.0946  C65 1.095
75 H -6.4703 -2.1942 1.0333  C65 1.089
76 H -7.6642 -0.8907 0.8355  C65 1.096
77 H -7.3123 1.0710 1.7425  C67 1.096
78 H -5.5909 1.4231 1.9706  C67 1.096
79 H -6.7752 2.2367 3.8386  C68 1.092
80 H -5.8100 0.8628 4.3944  C68 1.092
81 H -7.5843 -1.3682 3.8404  C70 1.092
82 H -8.9920 -0.9370 4.8261  C70 1.093
83 H -7.5460 -2.0874 6.2516  C71 1.100
84 H -7.5087 -0.3739 6.7243  C71 1.097
85 H -5.4974 0.2038 7.3698  C73 1.096
86 H -4.0646 -0.5404 6.6291  C73 1.089
87 H -5.1144 -1.5058 7.6888  C73 1.097

***

Q: E of number 3 (C22H49BrClNO12P)?
A: -5200.64680 Eh

***

Q: Which value of E does entry 3 give?
A: -5200.64680 Eh

***

What did the second record say?
Entry from the OMol25 dataset: a single C3H3N molecule (ωB97M-V/def2-TZVPD).

Summary:
Gap between HOMO and LUMO (spin up / spin down): 6.3 / 9.0 eV
Multiplicity: 3
LUMO (spin up / spin down): 0.271 / -1.254 eV
ΔE to the lowest compared entry with this formula, charge and spin: 0.800 eV
E: -170.61932 Eh
Max |F|: 0.0862 hartree/bohr

Each atom is followed by the atoms it is bonded to, with distances in Å.
Geometry (Å):
1 C -0.6758 0.1605 0.6899  C2 1.316, C3 1.381, H5 1.060
2 C -0.0245 -0.7846 1.3339  C1 1.316, H6 1.056
3 C -0.1735 0.4353 -0.5666  C1 1.381, N4 1.171
4 N 0.4877 0.6566 -1.5079  C3 1.171, H7 1.032
5 H -1.5023 0.7261 1.0375  C1 1.060
6 H 0.4966 -1.3630 0.6212  C2 1.056
7 H 1.3917 0.1691 -1.6080  N4 1.032